Entry 1:
A molecular structure, C24H43BrLuP2 at a distorted geometry, computed with ωB97M-V/def2-TZVPD.

The geometry in XYZ format:
```
71
C24H43BrLuP2 | the Open Molecules 2025 dataset | ωB97M-V/def2-TZVPD
Lu -0.24 0.12 0.20
C -0.77 -2.10 1.02
C 0.58 -2.17 0.57
C 0.52 -0.65 2.31
C -0.83 -1.14 2.09
C 1.38 -1.30 1.37
C -1.93 -2.81 0.42
H -1.67 -3.23 -0.55
H -2.80 -2.14 0.29
H -2.25 -3.64 1.07
C -2.06 -0.63 2.73
H -2.94 -0.90 2.15
H -2.02 0.46 2.83
H -2.17 -1.06 3.73
C 0.92 0.43 3.24
H 0.98 0.05 4.27
H 0.21 1.26 3.23
H 1.92 0.82 2.99
C 2.86 -1.14 1.28
H 3.35 -1.75 2.06
H 3.17 -0.11 1.43
H 3.23 -1.48 0.31
C 1.12 -3.07 -0.50
H 1.53 -3.99 -0.05
H 1.93 -2.58 -1.05
H 0.34 -3.36 -1.21
C -2.17 0.97 -7.07
C -2.07 -0.37 -7.13
C -1.09 -1.17 -7.94
C 0.22 -0.46 -8.35
C 1.04 0.10 -7.22
C 0.92 1.29 -6.61
C -0.03 2.40 -6.96
C -1.30 1.99 -7.75
H -1.60 -1.51 -8.86
H -0.01 0.30 -9.11
H -0.84 -2.09 -7.39
H -1.01 1.69 -8.76
H -3.01 1.38 -6.49
H -2.83 -0.95 -6.60
H -1.90 2.91 -7.87
H -0.33 2.92 -6.04
H 1.65 1.53 -5.83
H 0.52 3.15 -7.56
H 0.84 -1.21 -8.87
H 1.84 -0.56 -6.86
P -1.19 0.07 -2.36
P 1.66 1.45 -1.22
C -0.28 1.31 -3.38
C 0.66 2.26 -2.56
H -1.05 1.93 -3.88
H 0.28 0.78 -4.18
H 1.37 2.76 -3.24
H 0.04 3.03 -2.05
C 2.44 2.78 -0.25
H 3.12 2.31 0.49
H 1.67 3.35 0.28
H 3.02 3.45 -0.89
C 3.02 0.65 -2.13
H 3.46 1.33 -2.87
H 2.64 -0.26 -2.64
H 3.79 0.37 -1.39
C -2.91 0.65 -2.21
H -3.46 -0.02 -1.54
H -3.42 0.67 -3.19
H -2.92 1.66 -1.79
C -1.27 -1.47 -3.33
H -0.28 -1.96 -3.32
H -1.59 -1.30 -4.37
H -2.01 -2.12 -2.83
Br -1.26 2.48 0.76
```

Calculated values
- Strongest force on any atom: 0.038 Eh/bohr
- Charge: +1
- DFT total energy: -147823.8000 eV
- HOMO level: -11.28 eV
- HOMO-LUMO gap: 8.46 eV

From a Mulliken analysis of the wavefunction, the atomic charges in e read: number 1, Lu, carries 0.50; number 2, C, carries 0.34; number 3, C, carries 0.58; number 4, C, carries 0.36; number 5, C, carries 0.36; number 6, C, carries 0.45; number 7, C, carries -1.39; number 8, H, carries 0.29; number 9, H, carries 0.31; number 10, H, carries 0.34; number 11, C, carries -1.10; number 12, H, carries 0.27; number 13, H, carries 0.28; number 14, H, carries 0.37; number 15, C, carries -1.27; number 16, H, carries 0.35; number 17, H, carries 0.28; number 18, H, carries 0.31; number 19, C, carries -1.40; number 20, H, carries 0.35; number 21, H, carries 0.33; number 22, H, carries 0.31; number 23, C, carries -1.57; number 24, H, carries 0.27; number 25, H, carries 0.33; number 26, H, carries 0.35; number 27, C, carries -0.25; number 28, C, carries -0.57; number 29, C, carries -0.59; number 30, C, carries -0.99; number 31, C, carries -0.12; number 32, C, carries -0.61; number 33, C, carries -0.42; number 34, C, carries -0.96; number 35, H, carries 0.34; number 36, H, carries 0.33; number 37, H, carries 0.29; number 38, H, carries 0.33; number 39, H, carries 0.39; number 40, H, carries 0.57; number 41, H, carries 0.43; number 42, H, carries 0.22; number 43, H, carries 0.50; number 44, H, carries 0.40; number 45, H, carries 0.40; number 46, H, carries 0.36; number 47, P, carries 0.84; number 48, P, carries 0.76; number 49, C, carries -0.14; number 50, C, carries -1.01; number 51, H, carries 0.54; number 52, H, carries -0.32; number 53, H, carries 0.51; number 54, H, carries 0.43; number 55, C, carries -1.24; number 56, H, carries 0.36; number 57, H, carries 0.32; number 58, H, carries 0.43; number 59, C, carries -1.40; number 60, H, carries 0.45; number 61, H, carries 0.30; number 62, H, carries 0.40; number 63, C, carries -1.34; number 64, H, carries 0.36; number 65, H, carries 0.40; number 66, H, carries 0.41; number 67, C, carries -0.95; number 68, H, carries 0.31; number 69, H, carries 0.07; number 70, H, carries 0.40; number 71, Br, carries -0.53

***

Entry 2:
A molecular structure, C4H3N3S at a distorted geometry, computed with ωB97M-V/def2-TZVPD.

The geometry in XYZ format:
```
11
C4H3N3S | the Open Molecules 2025 dataset | ωB97M-V/def2-TZVPD
C -1.90 0.23 -0.13
C -1.48 -1.14 -0.07
C 0.17 0.07 0.06
C 1.42 0.66 0.04
N -0.86 1.00 -0.13
N 2.58 0.18 0.02
N -0.17 -1.23 0.05
S 4.07 -0.06 -0.10
H -2.92 0.66 0.03
H -2.10 -2.06 0.01
H 1.20 1.70 0.23
```

Calculated values
- Strongest force on any atom: 0.054 Eh/bohr
- Charge: 0
- DFT total energy: -19498.5521 eV
- HOMO level (spin up / spin down): -8.43 / -8.50 eV
- HOMO-LUMO gap (spin up / spin down): 7.26 / 5.89 eV

From a natural (NBO) analysis of the wavefunction, the atomic charges in e read: number 1, C, carries 0.00; number 2, C, carries 0.03; number 3, C, carries 0.30; number 4, C, carries -0.01; number 5, N, carries -0.44; number 6, N, carries -0.49; number 7, N, carries -0.45; number 8, S, carries 0.43; number 9, H, carries 0.21; number 10, H, carries 0.20; number 11, H, carries 0.21